Entry 1:
The following is a DFT calculation (ωB97M-V/def2-TZVPD) of a cluster of 2 separate species, C20H34I2NO4 in total.

Calculated values
Electronic energy in hartree: -1733.05317
E_LUMO in eV: -3.14
HOMO-LUMO gap in eV: 7.0
HOMO energy in eV: -10.108
Net charge: +1

Each line ends with the Mulliken charge.
Positions of all 61 atoms, in Å:
1 C 1.35468 -2.72729 0.15418  -0.9457
2 C 0.32433 -1.46671 -0.17245  -0.0109
3 C -1.20331 -2.06830 -0.01413  -0.1789
4 O -1.55463 -2.68110 -1.30545  -0.3188
5 C -3.01102 -2.63963 -1.53708  -0.2208
6 C -3.76041 -4.08707 -1.36129  0.6470
7 C -4.94143 -4.35525 -0.49858  0.4302
8 C -5.81630 -3.42633 0.52483  -0.7842
9 I -4.66299 -2.99373 2.33571  0.0964
10 C -6.39163 -2.02898 -0.10030  -0.4267
11 C -6.34453 -1.91103 -1.73290  -0.8715
12 I -5.47711 -0.28808 0.94135  0.0428
13 C -5.22917 -5.95881 -0.73793  0.0870
14 O -6.25664 -6.55890 -0.12702  -0.5299
15 O -4.22560 -6.58559 -1.61306  -0.2381
16 C -3.34977 -5.50988 -2.10929  0.3409
17 O -2.37867 -5.76587 -2.98945  -0.5220
18 H 2.42082 -2.27019 0.35138  0.2675
19 H 1.34658 -3.44296 -0.79530  0.2569
20 H 0.93342 -3.29715 1.08918  0.3041
21 H 0.48646 -1.09213 -1.29423  0.1305
22 H 0.43435 -0.58256 0.60322  0.0663
23 H -1.89408 -1.16329 0.29553  0.1805
24 H -1.25184 -2.94064 0.79317  0.1469
25 H -3.57939 -1.82127 -0.92084  -0.0346
26 H -3.15055 -2.33348 -2.68268  0.2737
27 H -6.76206 -4.07862 0.84943  0.4664
28 H -7.54518 -1.97650 0.20290  0.5203
29 H -6.49792 -2.92006 -2.31237  0.2861
30 H -5.39008 -1.30171 -2.11127  0.2215
31 H -7.27081 -1.22378 -2.04189  0.3265
32 C 0.60573 2.74131 -0.98925  -0.9698
33 C 1.91402 2.41758 -1.69361  -0.4219
34 C 2.92578 1.62714 -0.85044  -0.7958
35 C 3.12933 2.06249 0.60610  -0.7718
36 N 3.98023 3.33896 0.85035  0.6408
37 C 3.31871 4.16928 1.97395  -0.6816
38 C 3.85546 3.54515 3.24024  -0.4996
39 C 5.31853 3.34963 2.91493  -0.6239
40 C 5.37000 2.96378 1.44065  -0.4851
41 C 4.17145 4.23385 -0.35548  -1.3493
42 H 0.76345 3.39125 -0.12353  0.2065
43 H -0.06586 3.27188 -1.67238  0.4059
44 H 0.10126 1.83045 -0.65862  0.1713
45 H 2.35827 3.34045 -2.07394  0.3332
46 H 1.68583 1.82349 -2.58767  0.3978
47 H 3.88501 1.56941 -1.37604  0.3235
48 H 2.55687 0.59391 -0.81345  0.2692
49 H 3.62264 1.24356 1.14485  0.2502
50 H 2.16571 2.18862 1.10481  0.5205
51 H 3.65839 5.20843 1.87443  0.4545
52 H 2.22889 4.13823 1.87230  0.2951
53 H 3.36735 2.58335 3.43939  0.2602
54 H 3.70368 4.18840 4.11269  0.4306
55 H 5.78515 2.59416 3.55354  0.3261
56 H 5.86291 4.28882 3.06653  0.3152
57 H 5.55083 1.89445 1.28406  0.3472
58 H 6.14766 3.52676 0.91335  0.3187
59 H 3.20224 4.64404 -0.64323  0.3561
60 H 4.64288 3.66272 -1.16129  0.3969
61 H 4.83207 5.06541 -0.07666  0.5696

Force components x, y, z for each atom (eV/Å):
C -0.466 0.948 -0.595
C -0.443 -1.284 0.194
C 0.890 0.308 0.300
O -2.283 1.188 1.294
C -0.499 -0.580 -1.746
C -2.738 -0.983 2.278
C 3.557 -0.834 -2.829
C -0.744 -1.340 -1.250
I -0.047 -2.203 -0.086
C -1.544 -0.849 -0.607
C -0.612 1.585 -0.365
I -1.096 0.661 -1.828
C -4.422 -1.130 3.429
O 7.052 3.338 -4.455
O -0.859 3.580 0.972
C 3.985 -0.569 -3.037
O -6.819 1.804 6.105
H -1.969 -1.293 -0.366
H 0.176 1.506 2.214
H 1.110 1.096 -1.807
H -0.478 -0.687 2.543
H -0.058 -1.762 -1.566
H 0.961 -1.973 -0.778
H 0.150 2.104 -1.404
H 1.238 -1.736 -0.806
H 0.334 -0.776 2.413
H 2.357 1.317 -0.673
H 2.737 -0.058 -0.502
H 0.535 1.856 1.420
H -2.036 -1.691 0.834
H 2.053 -1.480 0.705
C -0.062 0.081 -0.091
C 0.037 0.098 -0.285
C -0.048 0.052 -0.089
C 0.127 -0.350 -0.135
N 0.109 0.408 0.374
C -0.025 -0.122 -0.201
C -0.394 -0.075 0.273
C 0.598 0.018 0.346
C -0.042 -0.072 -0.291
C 0.006 -0.219 0.212
H -0.106 -0.015 0.008
H 0.084 -0.121 0.158
H -0.008 0.057 0.065
H -0.026 -0.068 -0.007
H 0.143 0.048 0.175
H -0.041 -0.033 0.097
H 0.127 0.109 0.270
H 0.021 0.374 -0.135
H 0.140 0.276 -0.151
H -0.007 -0.302 -0.079
H 0.300 -0.014 -0.167
H 0.007 0.179 -0.018
H -0.037 -0.128 -0.199
H -0.021 0.128 -0.174
H -0.084 -0.171 0.001
H -0.188 0.338 -0.077
H -0.336 -0.168 -0.044
H 0.167 -0.183 -0.069
H -0.272 0.162 0.159
H -0.193 -0.351 0.070


Entry 2:
The following is a DFT calculation (ωB97M-V/def2-TZVPD) of a cluster of 2 separate species, C20H34IN3O6 in total.

Calculated values
Electronic energy in hartree: -1695.09813
Relative energy (zero: lowest compared OMol25 entry of this formula, charge and spin) in kcal per mole: 440.0
E_LUMO in eV: -3.58
HOMO-LUMO gap in eV: 1.8
HOMO energy in eV: -5.400

Each line ends with the Mulliken charge.
Positions of all 64 atoms, in Å:
1 C 2.44973 -2.87694 1.42599  -0.6125
2 C 2.51470 -2.57436 3.03776  -0.5291
3 C 1.22168 -1.72302 3.57376  -0.3840
4 N 1.25116 -0.26024 3.19521  -0.2802
5 C 0.63766 0.00921 1.83785  -0.3812
6 N 1.61841 0.33561 0.71218  0.0875
7 C 1.18404 0.63330 -0.73876  0.6492
8 C 2.40084 1.00931 -1.76842  -0.7046
9 N 3.46519 -0.06577 -1.91115  -0.1718
10 C 3.98927 -0.13898 -3.33018  -0.5877
11 C -0.43377 0.56488 -1.15317  -1.2692
12 I -0.93357 1.00706 -3.26197  0.1197
13 C -1.61643 0.21032 -0.02270  0.8875
14 C -3.21832 0.10611 -0.35706  0.2776
15 O -3.79120 0.06962 -1.56316  -0.4990
16 O -4.18679 -0.02690 0.78372  -0.0774
17 C -4.99844 -1.25439 0.62021  -0.4327
18 C -6.61670 -0.92834 0.35778  -0.3085
19 O -7.03872 -1.43262 -0.97529  -0.3551
20 C -7.50626 -0.26317 -1.74418  0.6019
21 C -6.67295 0.46143 -2.97720  -0.6265
22 O -8.70911 0.26680 -1.38624  -0.5346
23 C -1.00377 -0.03938 1.51608  0.2753
24 O -1.85614 -0.32489 2.69646  -0.4122
25 C -2.00384 0.84483 3.56860  -0.4556
26 C -3.14279 1.93319 3.10956  -0.3458
27 C -2.60374 2.93614 1.88588  -0.6953
28 H 3.32661 -2.31495 0.87244  0.0981
29 H 1.41899 -2.52777 0.94472  0.1100
30 H 2.50429 -4.04334 1.22325  0.3793
31 H 3.48527 -2.01431 3.38539  0.2936
32 H 2.51399 -3.63927 3.57637  0.2876
33 H 1.23465 -1.79143 4.75809  0.3766
34 H 0.19477 -2.22019 3.23952  0.2182
35 H 0.81288 0.29037 3.96336  0.3658
36 H 2.65542 0.37828 0.94943  0.4172
37 H 2.95866 1.95032 -1.28993  0.2121
38 H 2.07585 1.34205 -2.83929  0.3473
39 H 3.13200 -0.98875 -1.55408  0.1637
40 H 3.38926 -0.86583 -4.03584  0.2364
41 H 3.97922 0.93375 -3.84735  0.3019
42 H 5.13198 -0.47754 -3.34850  0.1493
43 H -4.98226 -1.84674 1.65389  0.3038
44 H -4.58343 -2.00025 -0.18527  0.3264
45 H -7.30616 -1.40173 1.18356  0.2736
46 H -6.76983 0.23109 0.41163  0.2759
47 H -6.02802 -0.37972 -3.52401  0.2492
48 H -5.90362 1.26446 -2.55228  0.1161
49 H -7.37712 1.04453 -3.70772  0.3220
50 H -1.02248 1.44534 3.77996  0.2141
51 H -2.36436 0.42796 4.62787  0.2806
52 H -4.20491 1.48665 2.90353  0.1410
53 H -3.28324 2.66682 4.04168  0.4044
54 H -1.42182 2.83786 1.75335  0.1631
55 H -2.77083 4.07643 2.19892  0.3479
56 H -3.12295 2.72996 0.85864  0.0928
57 C 9.10598 0.74028 -2.92779  -1.1386
58 C 7.82531 0.47255 -3.73812  -0.0761
59 O 7.20228 -0.53726 -3.15261  -0.7682
60 H 9.77443 -0.12986 -2.91795  0.2594
61 H 9.66068 1.57315 -3.37531  0.3537
62 H 8.88392 1.01600 -1.88909  0.2919
63 H 8.16358 0.34756 -4.77856  0.1770
64 H 7.31090 1.44467 -3.79349  0.1968

Force components x, y, z for each atom (eV/Å):
C -0.135 -0.006 -0.308
C -0.619 -0.510 0.225
C -0.179 -1.745 0.956
N -1.355 -0.136 -2.232
C -1.813 0.457 -1.837
N -3.916 0.071 -0.931
C -2.357 -0.650 1.325
C 0.346 0.856 0.692
N -1.154 0.009 -0.467
C 0.837 0.007 -1.295
C 1.270 -0.722 3.583
I 0.481 -0.488 2.235
C 3.228 0.266 1.055
C -3.475 -0.556 -3.884
O 4.441 0.328 7.000
O 2.716 -1.102 -2.724
C -1.702 -1.636 0.831
C 0.692 0.614 0.641
O 0.065 3.671 -0.826
C -6.186 2.829 1.686
C 0.911 -0.860 0.441
O 7.834 -3.450 -2.261
C 2.001 0.446 -0.845
O 2.482 1.890 -2.705
C -1.611 1.241 1.869
C 0.531 1.298 0.310
C 0.425 0.388 0.423
H -1.781 -1.316 0.980
H 2.174 -0.637 1.125
H 0.135 2.574 0.392
H -1.859 -1.064 -0.892
H -0.107 2.476 -0.967
H -0.001 0.378 -2.458
H 2.202 0.920 0.548
H 0.220 -0.442 -1.280
H -1.837 -0.098 -0.405
H -1.405 -1.797 -0.873
H -0.141 -0.663 2.241
H 0.315 1.084 -0.765
H 0.872 1.370 1.413
H -0.066 -2.205 1.346
H -1.821 0.636 0.322
H 0.305 1.542 -2.059
H -0.859 1.805 1.369
H 1.506 0.690 -1.739
H 0.357 -2.195 -0.045
H -1.482 1.974 1.129
H -1.697 -1.974 -0.575
H 1.064 -1.523 1.647
H -1.543 -1.270 -0.764
H 0.864 0.572 -2.449
H 2.314 0.596 0.211
H 0.399 -1.788 -1.814
H -2.587 0.050 0.227
H 0.142 -2.592 -0.806
H 1.004 0.397 1.988
C 0.773 0.591 0.089
C 1.274 0.425 0.344
O -1.546 -0.822 -0.057
H -0.307 0.047 -0.037
H 0.104 0.088 -0.018
H -0.135 -0.159 -0.201
H 0.029 -0.547 -0.447
H -0.631 0.366 0.325


Question: Among the records above, which one has the lowest E_LUMO?
Answer: C20H34IN3O6